A 10-piece molecular cluster, H20O10 overall. Source: the Open Molecules 2025 dataset; level of theory: wB97M-V/def2-TZVPD.

## Properties
Orbital gap   0.373 Ha
Relative energy (zero: lowest compared OMol25 entry of this formula, charge and spin)   507.7 kJ/mol
Total charge   0
E_HOMO   -10.11 eV
F_max   5.07 eV Å⁻¹
Multiplicity   1

Each line ends with the Mulliken charge.
Cartesian coordinates (Å):
O 0.88241 0.42432 0.53541  -0.62
H 0.14653 -0.13540 0.71300  0.32
H 1.45044 0.02255 -0.19975  0.33
O -0.63041 -2.75216 0.71081  -0.52
H -0.41567 -1.85381 0.70468  0.21
H -1.11121 -2.96731 -0.16157  0.31
O -2.97890 1.67527 -0.32112  -0.59
H -3.02040 2.51075 -0.65551  0.27
H -2.06277 1.49417 -0.49450  0.31
O -1.63106 -2.15648 -2.56118  -0.64
H -1.64924 -3.03397 -2.96328  0.32
H -2.44130 -1.93801 -2.19995  0.32
O 0.87602 -4.45572 -0.03325  -0.62
H 1.29326 -4.15376 0.80491  0.31
H 1.27265 -4.00350 -0.72505  0.29
O -2.21691 4.64461 1.04393  -0.61
H -2.43791 4.92163 1.97384  0.32
H -1.49947 4.10298 1.01604  0.30
O -2.27440 0.96357 -2.81022  -0.58
H -2.91303 1.67892 -2.90601  0.32
H -2.73403 0.16750 -2.86153  0.26
O 6.44143 -0.32152 -0.05088  -0.61
H 5.76818 0.15180 -0.58184  0.31
H 6.15455 -1.17371 -0.25444  0.30
O -2.38691 -1.79832 3.97397  -0.62
H -2.98519 -1.08611 3.79121  0.31
H -1.75414 -1.34097 4.60461  0.32
O 4.25211 3.19437 0.22174  -0.63
H 5.07612 3.62502 -0.11580  0.32
H 3.52927 3.59328 -0.19823  0.31